[1]
{
  "formula": "C19H60N6O11",
  "method": "wB97M-V/def2-TZVPD",
  "multiplicity": 1,
  "homo_lumo_gap_ev": 8.8275,
  "e_lumo_ev": -0.2,
  "smiles": "NC(N)=O.NC(N)=O.NC(N)=O.CC(C)O.CC(C)O.CC(C)O.CC(C)O.CO.CO.CO.CO",
  "symbols": ["N", "C", "N", "O", "H", "H", "H", "H", "N", "C", "N", "O", "H", "H", "H", "H", "N", "C", "N", "O", "H", "H", "H", "H", "C", "C", "C", "O", "H", "H", "H", "H", "H", "H", "H", "H", "C", "C", "C", "O", "H", "H", "H", "H", "H", "H", "H", "H", "C", "C", "C", "O", "H", "H", "H", "H", "H", "H", "H", "H", "C", "C", "C", "O", "H", "H", "H", "H", "H", "H", "H", "H", "C", "O", "H", "H", "H", "H", "C", "O", "H", "H", "H", "H", "C", "O", "H", "H", "H", "H", "C", "O", "H", "H", "H", "H"],
  "positions_angstrom": [[-18.485, 3.397, -12.538], [-17.381, 3.707, -11.901], [-16.938, 2.816, -11.129], [-16.707, 4.887, -12.207], [-18.768, 4.158, -13.138], [-19.170, 2.667, -12.234], [-16.056, 2.953, -10.636], [-17.374, 1.885, -11.156], [-19.254, 7.265, -15.538], [-18.523, 6.732, -14.626], [-17.325, 7.142, -14.477], [-19.069, 5.625, -13.955], [-20.037, 6.614, -15.768], [-19.112, 8.172, -15.982], [-16.848, 6.537, -13.797], [-16.812, 7.766, -15.088], [-21.624, 2.794, -13.326], [-21.303, 2.976, -14.576], [-20.072, 2.667, -14.883], [-22.297, 3.443, -15.472], [-22.478, 3.145, -12.867], [-21.094, 2.322, -12.551], [-19.743, 2.728, -15.842], [-19.295, 2.490, -14.331], [-15.777, -0.845, -17.911], [-16.989, 0.001, -17.447], [-17.695, -0.550, -16.250], [-16.708, 1.224, -17.389], [-15.123, -1.152, -17.098], [-15.107, -0.179, -18.508], [-16.039, -1.708, -18.516], [-17.765, -0.086, -18.225], [-17.072, -0.749, -15.402], [-18.088, -1.547, -16.504], [-18.557, 0.085, -15.990], [-16.579, 1.548, -16.487], [-14.170, 0.396, -14.816], [-13.516, 0.851, -13.506], [-14.374, 1.911, -12.752], [-13.268, -0.075, -12.729], [-14.174, 1.195, -15.561], [-15.220, 0.199, -14.636], [-13.699, -0.503, -15.245], [-12.499, 1.332, -13.642], [-13.998, 2.318, -11.810], [-15.375, 1.518, -12.628], [-14.435, 2.737, -13.452], [-13.828, -0.841, -12.955], [-13.649, 6.446, -14.659], [-13.024, 5.120, -14.225], [-12.921, 4.093, -15.351], [-11.917, 5.152, -13.664], [-13.496, 7.265, -13.983], [-14.696, 6.279, -14.933], [-13.135, 6.840, -15.518], [-13.696, 4.798, -13.437], [-12.307, 4.461, -16.197], [-13.899, 3.955, -15.786], [-12.533, 3.197, -15.030], [-12.088, 5.805, -12.986], [-18.890, 6.528, -20.023], [-18.359, 5.667, -18.899], [-17.434, 4.542, -19.431], [-17.821, 6.211, -17.890], [-19.495, 7.390, -19.620], [-19.599, 5.874, -20.517], [-18.201, 6.932, -20.716], [-19.255, 5.191, -18.567], [-16.498, 4.988, -19.689], [-17.874, 3.965, -20.284], [-17.180, 3.863, -18.608], [-18.346, 6.264, -17.092], [-18.052, 0.141, -12.942], [-18.336, 0.538, -11.667], [-18.324, -0.892, -13.060], [-17.001, 0.282, -13.118], [-18.674, 0.618, -13.735], [-19.038, -0.033, -11.437], [-14.305, 5.517, -18.202], [-13.165, 5.744, -19.005], [-15.110, 6.109, -18.614], [-14.163, 5.924, -17.232], [-14.646, 4.470, -18.140], [-13.324, 5.407, -19.870], [-16.734, 3.786, -15.427], [-17.135, 2.624, -14.800], [-17.571, 4.441, -15.799], [-16.080, 3.707, -16.268], [-16.188, 4.305, -14.678], [-17.298, 2.809, -13.886], [-13.438, 2.166, -18.405], [-12.346, 1.319, -17.938], [-14.335, 2.258, -17.711], [-13.915, 1.704, -19.273], [-12.977, 3.172, -18.642], [-12.553, 0.387, -18.237]],
  "forces_ev_per_a": [[-2.83, -0.82, -0.91], [3.10, 7.81, -2.75], [2.55, -3.26, 3.86], [-2.70, -5.21, 1.47], [-0.72, 0.72, -0.36], [1.46, 1.26, -0.08], [-0.58, -0.02, -0.42], [0.40, 0.68, 0.46], [-3.76, 0.39, -3.07], [-3.10, -6.72, 3.75], [3.57, -0.21, 2.17], [2.38, 5.16, -3.14], [0.39, 1.55, 0.22], [-0.09, -0.70, 0.23], [0.33, 0.58, -0.07], [-0.35, -0.26, 0.16], [-1.54, -0.71, 5.71], [-5.74, 2.71, -5.10], [0.89, -0.31, -3.74], [5.49, -2.29, 4.32], [0.52, -0.05, -1.54], [-0.15, 0.62, -1.97], [-0.74, 0.18, 0.09], [0.92, -0.17, 1.70], [0.73, 0.66, -0.33], [-1.84, -7.15, -1.79], [-1.12, -1.14, 0.13], [2.06, 8.30, 1.14], [-0.17, -0.24, 0.39], [-0.74, -0.45, 0.09], [-0.09, -0.11, 0.05], [0.18, -0.37, -0.39], [0.56, 0.34, 0.67], [-0.07, 0.26, -0.02], [0.35, -0.15, 0.04], [-0.03, -0.04, 0.03], [0.25, 0.78, -0.21], [-0.36, 8.19, -4.23], [0.00, 0.42, -1.85], [1.21, -9.67, 5.89], [0.23, -0.11, -0.07], [-0.36, -0.30, 0.22], [0.04, 0.39, 0.24], [-0.94, 0.18, -0.86], [0.35, -0.53, -0.12], [-0.18, -0.10, 0.20], [-0.42, 0.52, 0.09], [0.47, 0.15, 0.63], [0.41, -0.20, -1.23], [-7.97, -1.61, -3.94], [-1.27, 2.60, -1.46], [8.75, 1.92, 4.14], [-0.40, 0.16, 1.13], [0.12, 0.24, 0.26], [0.25, -0.02, -0.88], [-1.51, -0.87, -0.18], [-0.02, 0.03, 0.57], [-0.41, -0.39, -0.12], [0.85, -2.05, 0.88], [1.30, 0.20, 0.91], [-1.53, 0.93, 0.99], [-2.69, -4.17, -5.03], [-0.89, -0.40, -0.05], [4.26, 4.09, 5.46], [0.57, -0.78, -0.25], [-0.10, 0.10, -0.59], [1.01, 0.28, -0.72], [-1.06, -0.95, 0.19], [0.57, 0.30, -0.68], [0.44, 0.55, 0.71], [-0.33, -0.10, -0.14], [-0.26, 0.03, -0.12], [-0.15, -0.43, -2.71], [-0.26, 0.92, 1.34], [0.36, -0.84, -0.12], [0.32, 0.07, -0.44], [0.61, 0.24, 0.56], [-1.22, -0.58, 1.30], [-0.96, 0.16, -1.05], [0.79, 0.01, 1.25], [-0.57, 0.02, -0.07], [0.58, 0.07, 0.82], [0.36, 0.34, -0.01], [-0.24, -0.37, -0.98], [-0.76, 2.32, -0.11], [-0.16, -2.22, -1.71], [0.41, -0.71, 0.55], [0.46, -1.02, -0.66], [0.55, 1.22, 0.44], [-0.12, 0.26, 0.77], [0.09, 0.16, 0.27], [-1.41, -1.02, -0.62], [1.43, -0.02, -0.18], [0.33, 0.32, -0.38], [-0.72, -1.20, 0.27], [0.37, 1.66, 0.63]],
  "lowdin_charge": [0.129, -0.623, 0.191, -0.122, 0.046, 0.115, 0.137, 0.085, 0.154, -0.622, 0.214, -0.133, 0.161, 0.143, 0.105, 0.135, 0.141, -0.587, 0.186, -0.167, 0.133, 0.117, 0.129, 0.012, -0.016, -0.627, -0.044, 0.006, 0.056, 0.069, 0.075, 0.144, 0.050, 0.097, 0.085, 0.070, -0.014, -0.628, -0.023, 0.026, 0.069, 0.049, 0.094, 0.155, 0.091, 0.040, 0.052, 0.129, -0.027, -0.646, -0.012, 0.054, 0.075, 0.061, 0.072, 0.119, 0.109, 0.046, 0.041, 0.121, -0.043, -0.623, -0.021, 0.003, 0.096, 0.078, 0.059, 0.127, 0.041, 0.100, 0.064, 0.054, -0.168, -0.102, 0.093, 0.064, 0.074, 0.089, -0.166, -0.090, 0.066, 0.044, 0.058, 0.062, -0.143, -0.126, 0.091, 0.056, 0.058, 0.012, -0.161, -0.148, 0.059, 0.071, 0.082, 0.093]
}


[2]
{
  "formula": "C19H61B2CoNO13",
  "method": "wB97M-V/def2-TZVPD",
  "multiplicity": 4,
  "homo_lumo_gap_ev": [9.1124, 3.6363],
  "e_lumo_ev": [0.3, -4.5],
  "symbols": ["Co", "B", "H", "H", "H", "H", "B", "H", "H", "H", "H", "C", "C", "O", "O", "H", "H", "H", "H", "H", "H", "C", "C", "O", "O", "H", "H", "H", "H", "H", "H", "C", "C", "O", "O", "H", "H", "H", "H", "H", "H", "C", "C", "O", "O", "H", "H", "H", "H", "H", "H", "C", "C", "O", "O", "H", "H", "H", "H", "H", "H", "C", "O", "C", "C", "N", "C", "C", "O", "C", "H", "H", "H", "H", "H", "H", "H", "H", "H", "H", "H", "H", "H", "H", "H", "C", "C", "C", "O", "H", "H", "H", "H", "H", "H", "H", "H"],
  "positions_angstrom": [[2.650, -0.609, -0.366], [0.010, 0.840, 0.154], [0.739, 1.627, 0.030], [-0.191, 0.391, -0.807], [0.477, 0.161, 0.850], [-0.883, 1.221, 0.624], [3.080, -1.127, 2.879], [3.863, -1.590, 3.460], [3.564, -0.320, 2.352], [2.672, -1.905, 2.252], [2.385, -0.781, 3.628], [-5.936, -0.932, 0.864], [-4.903, -1.212, -0.232], [-3.739, -1.757, 0.291], [-5.458, -0.010, 1.831], [-6.074, -1.923, 1.297], [-6.862, -0.596, 0.396], [-4.646, -0.351, -0.849], [-5.445, -1.754, -1.006], [-3.220, -0.963, 0.436], [-5.654, 0.836, 1.421], [-0.413, -5.544, 0.431], [0.558, -4.874, -0.477], [0.371, -3.503, -0.477], [-1.753, -5.304, -0.130], [-0.457, -5.135, 1.440], [-0.120, -6.594, 0.403], [0.430, -5.272, -1.484], [1.500, -5.311, -0.143], [-0.570, -3.357, -0.601], [-2.123, -4.465, 0.154], [-2.261, -0.443, -5.245], [-3.643, -0.887, -5.801], [-4.265, -1.965, -4.937], [-1.406, -1.601, -5.154], [-2.550, -0.124, -4.243], [-1.962, 0.382, -5.892], [-3.497, -1.277, -6.808], [-4.317, -0.032, -5.840], [-3.940, -2.854, -5.099], [-1.889, -2.365, -4.831], [-1.200, -3.142, 7.381], [-1.698, -2.626, 6.009], [-0.718, -2.448, 4.985], [0.210, -2.919, 7.441], [-1.539, -4.146, 7.636], [-1.687, -2.617, 8.203], [-2.185, -1.658, 6.129], [-2.283, -3.392, 5.501], [-1.092, -2.271, 4.118], [0.410, -2.986, 8.378], [-3.165, 4.933, -3.715], [-2.502, 5.047, -2.270], [-3.029, 4.059, -1.445], [-2.322, 5.542, -4.609], [-4.172, 5.344, -3.782], [-3.332, 3.886, -3.968], [-2.684, 6.057, -1.901], [-1.429, 4.883, -2.365], [-2.349, 3.415, -1.231], [-2.541, 6.440, -4.868], [5.518, 1.729, -0.141], [4.634, 1.175, -1.185], [4.316, 2.007, -2.303], [3.215, 1.547, -3.069], [2.892, 0.106, -2.980], [3.848, -0.804, -3.721], [5.022, -1.236, -2.890], [4.693, -1.468, -1.524], [5.632, -2.178, -0.748], [4.917, 2.265, 0.594], [6.314, 2.353, -0.547], [6.028, 0.938, 0.409], [5.301, 2.108, -2.757], [4.027, 2.956, -1.851], [3.162, 1.971, -4.071], [2.439, 2.183, -2.641], [1.984, -0.077, -3.383], [4.091, -0.393, -4.701], [3.344, -1.738, -3.970], [5.729, -0.410, -2.818], [5.540, -2.070, -3.365], [5.102, -2.854, -0.078], [6.137, -1.371, -0.217], [6.397, -2.672, -1.349], [-1.678, 4.319, 4.034], [-0.133, 4.306, 4.149], [0.400, 2.988, 4.611], [0.437, 4.516, 2.941], [-2.037, 5.214, 3.526], [-2.274, 4.241, 4.943], [-2.060, 3.449, 3.500], [0.313, 5.116, 4.726], [-0.170, 2.741, 5.506], [1.484, 2.982, 4.722], [0.323, 2.178, 3.886], [0.295, 3.760, 2.366]],
  "forces_ev_per_a": [[-0.02, 0.68, -0.59], [0.33, 0.09, -0.72], [2.86, 3.49, -0.67], [-0.87, -1.92, -3.81], [2.12, -3.47, 3.02], [-3.46, 1.39, 1.86], [-1.77, 1.21, -5.11], [3.13, -1.90, 4.29], [1.90, 2.77, -2.10], [-1.31, -2.74, -2.38], [-2.08, 0.79, 4.68], [0.97, -0.50, -0.80], [-1.60, 1.16, -0.72], [0.44, -0.42, -0.19], [-0.42, -0.16, -0.26], [-0.28, 0.23, 0.57], [-0.22, 0.00, 0.09], [0.02, 0.76, 0.38], [0.38, -1.26, 0.17], [0.68, -0.24, 0.40], [0.25, 0.40, 0.35], [-1.79, 0.75, -0.75], [-0.28, -1.23, 0.11], [1.14, 1.00, 0.18], [0.58, -1.13, -0.05], [0.65, -0.17, 0.10], [-0.89, -0.27, 0.27], [-0.20, -0.20, -0.21], [0.84, 1.27, 0.07], [-0.09, 0.17, -0.16], [0.10, 0.03, 0.42], [-2.69, -2.06, 0.63], [0.50, -1.72, 0.61], [0.40, 2.12, -0.62], [0.71, 1.38, -0.81], [0.70, 0.53, 0.21], [0.94, -0.37, 0.19], [-0.19, -0.10, -0.08], [-0.22, -0.29, 0.26], [0.23, 0.19, -0.56], [-0.35, 0.34, 0.21], [0.34, 0.74, -0.43], [-0.41, -0.37, -1.40], [1.98, 0.10, 0.79], [-0.56, -0.50, 0.46], [0.60, -0.68, -0.76], [-0.14, 0.80, -0.21], [-0.48, -0.23, 0.18], [-1.23, 0.13, 0.97], [-0.52, 0.00, 0.32], [0.45, 0.04, 0.03], [-0.26, 0.02, 1.98], [-0.62, -0.47, -1.87], [-0.65, -0.31, 0.89], [1.47, 0.42, -1.79], [-0.13, 0.34, 0.49], [0.55, -0.22, -0.02], [-0.02, -0.01, 0.33], [0.06, 0.32, -0.35], [0.02, -0.02, 0.08], [-0.38, -0.16, 0.33], [-0.95, -0.17, -0.93], [0.18, -0.79, 1.82], [4.39, 1.44, 3.17], [-3.57, -0.70, -1.15], [0.84, -0.59, -0.18], [-1.62, -0.13, 0.70], [1.31, 1.58, 0.76], [-1.98, -1.36, -0.73], [0.38, 1.10, -0.07], [-0.01, 0.30, -0.16], [-0.20, 0.23, -0.27], [-0.33, -0.44, -0.36], [-0.11, 0.33, -0.92], [0.33, 0.55, -0.42], [0.83, -0.36, -0.55], [-1.12, -1.13, 0.23], [-0.23, 0.29, 0.13], [0.66, 0.23, 0.10], [-0.68, 0.12, 0.16], [0.43, 0.15, -0.42], [-0.14, -0.31, 0.17], [0.20, -0.01, -0.05], [0.40, -0.40, 0.68], [-0.22, -0.34, -0.09], [-0.28, 0.10, 0.33], [-0.80, -0.78, 0.66], [-0.07, -0.79, 1.06], [1.08, 1.34, -3.29], [0.21, 0.02, -0.13], [0.52, 0.25, 0.58], [0.46, -0.09, -0.53], [-0.67, 0.06, 0.67], [0.56, -0.59, 0.32], [0.01, 0.50, 0.73], [-0.90, 0.07, -0.31], [-0.10, -0.18, -0.19]],
  "lowdin_spin": [2.075, 0.013, 0.000, 0.000, 0.009, 0.003, 0.425, 0.240, 0.023, 0.022, 0.171, 0.000, 0.000, 0.000, 0.000, 0.000, 0.000, 0.000, 0.000, 0.000, 0.000, 0.000, 0.000, 0.002, 0.000, 0.000, 0.000, 0.000, 0.000, 0.000, 0.000, 0.000, 0.000, 0.000, 0.000, 0.000, 0.000, 0.000, 0.000, 0.000, 0.000, 0.000, 0.000, 0.000, 0.000, 0.000, 0.000, 0.000, 0.000, 0.000, 0.000, 0.000, 0.000, 0.000, 0.000, 0.000, 0.000, 0.000, 0.000, 0.000, 0.000, 0.000, 0.007, 0.000, 0.000, 0.007, 0.000, 0.001, 0.003, -0.001, 0.000, 0.000, 0.000, 0.000, 0.000, 0.000, 0.000, 0.000, 0.000, 0.000, 0.000, 0.000, -0.001, 0.000, 0.000, 0.000, 0.000, 0.000, 0.000, 0.000, 0.000, 0.000, 0.000, 0.000, 0.000, 0.000, 0.000]
}